Computed, not measured: a structure of composition C23H17F2N6NiOS2 in a non-equilibrium geometry, with the ωB97M-V functional and the def2-TZVPD basis.

HOMO (spin up / spin down) ... -3.49 / -3.48 eV
Charge ... -1
HOMO-LUMO gap (spin up / spin down) ... 5.3 / 5.3 eV

Each line ends with the Löwdin charge.
Positions of all 52 atoms, in Å:
Ni: -0.054762 0.704617 -0.561006  0.155
N: 2.320938 0.444117 -4.060406  0.038
C: 1.741638 0.494117 -2.820606  -0.887
S: 0.015338 0.682217 -2.787906  0.666
N: 2.487238 0.476817 -1.764406  -0.024
N: 1.838738 0.478917 -0.572506  -0.115
C: 2.599538 0.329117 0.469994  -0.079
C: 2.154338 0.200217 1.814794  -0.152
C: 3.105538 0.076517 2.839194  -0.078
C: 2.740038 -0.084783 4.151894  -0.144
C: 1.381138 -0.139483 4.479394  -0.124
C: 0.422038 -0.036683 3.509194  -0.030
C: 0.757838 0.144317 2.138894  -0.347
O: -0.191162 0.225017 1.288394  -0.091
H: 1.693538 0.172817 -4.802506  0.058
H: 3.228338 0.003017 -4.089806  0.079
H: 3.674438 0.276617 0.289894  0.119
H: 4.151938 0.106217 2.564394  0.099
H: 3.490938 -0.170083 4.925694  0.080
H: 1.087038 -0.262883 5.512894  0.088
H: -0.631562 -0.097583 3.745194  0.104
F: -5.082862 -0.919583 -0.718206  0.025
C: -4.189462 0.107617 -0.649206  -0.271
C: -2.828262 -0.153983 -0.706406  -0.035
C: -1.922162 0.890117 -0.623606  -0.189
C: -2.385862 2.232117 -0.497706  -0.111
C: -3.771962 2.428617 -0.435106  -0.208
F: -4.304162 3.677017 -0.280206  0.028
C: -4.677762 1.392917 -0.508406  0.027
C: -1.378762 3.269117 -0.455906  -0.177
C: -1.618962 4.649117 -0.514306  -0.014
C: -0.567562 5.533517 -0.504206  -0.077
C: 0.739238 5.034217 -0.440806  -0.073
C: 0.912338 3.667617 -0.388906  -0.117
N: -0.094062 2.806217 -0.393206  0.078
H: -2.493562 -1.173783 -0.827006  0.093
H: -5.736362 1.584017 -0.447406  0.116
H: -2.627662 5.017817 -0.584306  0.097
H: -0.746162 6.598917 -0.551206  0.097
H: 1.588638 5.698317 -0.438406  0.090
H: 1.909038 3.244717 -0.344106  0.108
S: 0.824738 -2.624983 -1.612006  0.670
C: 0.586438 -4.171783 -1.029206  -0.893
N: -0.725362 -4.565583 -0.768406  0.061
C: -0.997862 -5.827083 -0.292506  -0.054
C: 0.048138 -6.682783 -0.069306  -0.080
C: 1.341738 -6.227583 -0.360006  -0.104
N: 1.587138 -5.003983 -0.838606  0.050
H: -1.461162 -3.896283 -0.942406  0.128
H: -2.033862 -6.079983 -0.131506  0.122
H: -0.122362 -7.675583 0.314294  0.091
H: 2.215638 -6.852183 -0.232406  0.107

Forces on atoms 1 to 2 (eV/Å):
Ni -0.01 -0.96 -0.33
N 0.53 -0.10 -0.41

Computed, not measured: a structure of composition C23H17HfN2O5S6 in a non-equilibrium geometry, with the ωB97M-V functional and the def2-TZVPD basis.

HOMO ... -4.62 eV
ΔE to the lowest compared entry with this formula, charge and spin ... 31.1 kcal/mol
Charge ... -1
HOMO-LUMO gap ... 6.2 eV

Each line ends with the Löwdin charge.
Positions of all 54 atoms, in Å:
Hf: -1.345278 -2.745579 0.457228  1.162
O: 4.249617 -5.826742 1.435792  -0.074
C: 3.159944 -5.486028 1.043013  -0.936
S: 2.807578 -4.176044 -0.172848  0.895
C: 1.023940 -4.295344 -0.256899  -1.166
C: 0.506965 -5.145436 0.782639  -1.202
S: -1.150811 -5.140970 1.270152  0.478
S: 1.560659 -6.149181 1.713587  0.912
S: 0.090474 -3.404487 -1.377889  0.532
O: -2.201473 -0.868680 -0.243189  -0.084
C: -3.309293 -1.576784 -0.140537  -0.558
O: -3.207570 -2.805193 -0.550941  -0.148
C: -4.503201 -1.164406 0.672630  -0.151
C: -5.521652 -0.211272 0.415454  -0.027
C: -6.381230 0.265895 1.430531  -0.110
C: -6.308996 -0.252275 2.721415  -0.098
C: -5.381373 -1.271963 2.995248  -0.118
C: -4.471240 -1.700846 2.001999  -0.620
S: -3.262780 -2.876703 2.444352  0.578
H: -5.704892 0.128236 -0.599645  0.104
H: -7.177753 0.923344 1.279217  0.068
H: -6.978336 0.114901 3.474679  0.088
H: -5.249965 -1.712249 4.004542  0.100
O: -0.736343 -0.825457 3.533491  0.076
C: -0.346895 -0.567525 2.408269  -0.536
O: -0.034482 -1.527417 1.478469  -0.237
C: -0.313563 0.836500 1.927526  -0.146
C: -1.477594 1.617101 1.834962  -0.023
C: -1.461408 2.815021 1.167175  -0.091
C: -0.302811 3.321380 0.581824  -0.101
C: 0.852612 2.583708 0.721598  -0.092
C: 0.908229 1.351506 1.439894  0.007
H: -2.412443 1.170739 2.232435  0.135
H: -2.354250 3.415857 1.096902  0.098
H: -0.332148 4.281269 0.069034  0.097
H: 1.789768 2.992806 0.424212  0.075
H: 1.825613 0.760364 1.530994  0.119
C: 5.965303 0.803388 -2.319794  -0.009
C: 4.559569 1.259881 -2.506716  -0.266
C: 4.115084 2.533825 -2.248152  -0.007
C: 2.814677 2.885608 -2.589504  -0.301
N: 1.914843 2.015643 -3.119636  0.107
C: 2.376970 0.844463 -3.521068  -0.893
S: 1.502482 -0.310101 -4.370541  0.545
N: 3.645121 0.426686 -3.095966  0.082
C: 2.253020 4.254780 -2.362267  -0.028
H: 6.472156 1.513142 -1.660992  0.089
H: 6.454525 0.649702 -3.300444  0.105
H: 5.945978 -0.182459 -1.916886  0.076
H: 4.825479 3.220467 -1.741559  0.126
H: 4.000458 -0.462023 -3.457262  0.134
H: 2.200421 4.755033 -3.396379  0.124
H: 2.816868 4.849522 -1.703612  0.055
H: 1.289428 4.094394 -1.936536  0.054

Forces on atoms 1 to 2 (eV/Å):
Hf 1.24 -0.43 2.08
O -0.95 0.34 -0.62

Computed, not measured: a structure of composition C23H17IrN3O5S2 in a non-equilibrium geometry, with the ωB97M-V functional and the def2-TZVPD basis.

HOMO (spin up / spin down) ... -7.91 / -7.84 eV
Spin multiplicity ... 2
ΔE to the lowest compared entry with this formula, charge and spin ... 17.7 kcal/mol
HOMO-LUMO gap (spin up / spin down) ... 6.7 / 3.2 eV

Each line ends with the Mulliken spin population.
Positions of all 51 atoms, in Å:
Ir: -0.226091 -1.458827 -1.401325  0.014
C: -3.419006 -1.587877 1.608238  0.000
C: -2.247813 -1.982688 0.755962  0.001
N: -1.844122 -1.180205 -0.202328  -0.001
N: -2.554026 0.009655 -0.325925  0.001
C: -2.272556 0.726600 -1.342761  0.000
S: -1.074830 0.236130 -2.542097  0.006
S: -3.192386 2.187073 -1.588372  0.000
C: -1.953228 3.301408 -2.350962  0.000
C: -0.750745 3.548829 -1.478631  0.000
C: 0.522604 3.180485 -1.897771  -0.001
C: 1.622458 3.402690 -1.078509  0.000
C: 1.461521 3.966088 0.177044  0.001
C: 0.190999 4.347433 0.595668  0.001
C: -0.904939 4.147999 -0.229723  0.000
C: -1.606696 -3.259765 1.014285  -0.001
C: -1.994881 -3.982186 2.166977  0.000
C: -1.459584 -5.202160 2.484454  0.000
C: -0.508164 -5.777391 1.637153  0.000
C: -0.122884 -5.120293 0.498091  0.000
C: -0.655891 -3.865510 0.169013  0.001
O: -0.207519 -3.345766 -0.972713  0.002
H: -3.721734 -0.569163 1.413466  0.000
H: -3.175130 -1.694932 2.662881  0.000
H: -4.254791 -2.256218 1.391096  0.000
H: -2.541035 4.212055 -2.480269  0.000
H: -1.679266 2.944099 -3.341743  0.000
H: 0.659346 2.745539 -2.881086  0.000
H: 2.619655 3.141757 -1.404460  -0.001
H: 2.327604 4.086356 0.814658  0.001
H: 0.055000 4.799944 1.569409  0.000
H: -1.895274 4.438070 0.104257  0.000
H: -2.736800 -3.566744 2.830095  0.000
H: -1.775207 -5.712906 3.383008  0.000
H: -0.076489 -6.740209 1.875587  0.000
H: 0.604734 -5.537486 -0.184839  0.000
O: 5.289195 1.979961 0.809987  0.803
C: 4.120588 2.221478 1.116420  0.014
O: 3.561758 3.154729 1.719324  0.067
C: 3.096829 1.166115 0.615153  0.072
C: 1.858682 1.049738 1.246039  0.011
C: 0.892935 0.247376 0.704959  0.007
N: 1.144064 -0.440905 -0.429957  0.001
C: 2.350083 -0.379311 -1.041039  -0.011
C: 3.353573 0.400113 -0.522643  0.012
C: 2.450981 -1.197570 -2.314383  0.001
O: 3.471600 -1.245313 -2.943508  -0.001
O: 1.318300 -1.781103 -2.641097  0.002
H: 1.658840 1.650665 2.120921  0.003
H: -0.099235 0.150985 1.120304  0.000
H: 4.318972 0.441157 -1.008308  -0.004

Forces on atoms 1 to 2 (eV/Å):
Ir -0.65 0.10 0.76
C -0.08 -0.03 0.01

- Which formula does entry 1 have?
  C23H17F2N6NiOS2